# 1
The following is a quantum chemistry calculation of a cluster of 11 separate species, C42H78F8N9O27P3 in total, from OMol25.

Element x y z (Å)
C1 -1.95 -4.72 4.26
C2 -1.34 -5.95 4.87
O1 -2.46 -6.54 5.53
C3 -3.25 -5.51 5.98
O2 -3.98 -5.58 6.87
O3 -2.97 -4.44 5.22
F1 -0.41 -5.70 5.87
H1 -2.21 -5.03 3.25
H2 -1.36 -3.82 4.17
H3 -0.92 -6.61 4.11
C4 -5.50 -0.71 0.56
C5 -6.59 -0.82 1.57
O4 -6.18 -1.94 2.42
C6 -5.19 -2.67 1.76
O5 -4.78 -3.73 2.10
O6 -4.69 -1.94 0.76
F2 -7.77 -1.11 0.87
H4 -4.75 0.08 0.72
H5 -5.81 -0.72 -0.50
H6 -6.82 0.02 2.19
C7 3.97 -3.65 2.18
C8 3.33 -2.33 2.38
O7 2.03 -2.63 2.84
C9 1.73 -3.98 2.66
O8 0.71 -4.50 2.92
O9 2.87 -4.57 2.29
F3 3.18 -1.73 1.12
H7 4.69 -3.83 2.97
H8 4.36 -3.88 1.20
H9 3.72 -1.64 3.13
C10 -0.26 5.89 -4.18
C11 -0.05 4.50 -4.70
O10 0.48 3.77 -3.68
C12 0.97 4.67 -2.74
O11 1.54 4.34 -1.74
O12 0.64 5.92 -3.08
F4 0.79 4.45 -5.70
H10 -1.25 6.17 -3.81
H11 0.06 6.72 -4.82
H12 -0.91 3.93 -4.95
C13 -3.14 -6.05 -2.98
C14 -3.07 -7.54 -3.12
O13 -2.92 -7.97 -1.80
C15 -2.67 -6.93 -0.90
O14 -2.26 -7.02 0.17
O15 -2.88 -5.82 -1.58
F5 -1.96 -7.88 -3.83
H13 -4.13 -5.63 -3.21
H14 -2.43 -5.56 -3.62
H15 -3.94 -8.02 -3.56
C16 -3.61 -1.06 6.15
C17 -3.16 0.30 6.54
O16 -4.21 1.14 6.13
C18 -5.08 0.47 5.37
O17 -6.11 0.84 4.97
O18 -4.57 -0.76 5.06
F6 -2.07 0.67 5.87
H16 -4.08 -1.38 7.09
H17 -2.80 -1.68 5.76
H18 -2.99 0.63 7.56
C19 -4.00 3.07 -3.19
C20 -4.73 1.84 -2.68
O19 -4.49 0.78 -3.58
C21 -3.50 1.14 -4.46
O20 -3.05 0.55 -5.37
O21 -3.10 2.46 -4.13
F7 -6.06 2.05 -2.45
H19 -3.40 3.59 -2.46
H20 -4.59 3.79 -3.69
H21 -4.24 1.46 -1.78
C22 0.24 6.03 0.77
C23 -0.25 4.84 1.41
O22 -1.09 4.21 0.49
C24 -1.16 5.00 -0.60
O23 -1.85 4.71 -1.57
O24 -0.61 6.17 -0.37
F8 -0.96 5.11 2.54
H22 1.26 5.91 0.31
H23 0.16 6.92 1.39
H24 0.44 4.10 1.70
O25 -2.91 0.35 -0.88
P1 -1.69 -0.41 -0.60
N1 -0.55 0.71 -0.61
C25 0.83 0.45 -0.39
C26 -0.61 1.72 -1.68
N2 -1.53 -1.62 -1.63
C27 -2.64 -2.16 -2.35
C28 -0.29 -2.34 -1.76
N3 -1.36 -1.05 0.86
C29 -1.33 -0.17 1.96
C30 -1.71 -2.42 1.10
H25 1.44 1.34 -0.21
H26 1.32 0.02 -1.27
H27 1.00 -0.18 0.45
H28 -0.25 1.20 -2.58
H29 0.00 2.62 -1.43
H30 -1.66 1.98 -1.93
H31 -2.28 -2.35 -3.36
H32 -3.12 -3.04 -1.90
H33 -3.43 -1.38 -2.39
H34 0.50 -1.78 -1.26
H35 -0.32 -3.34 -1.20
H36 0.03 -2.41 -2.81
H37 -0.49 -0.31 2.66
H38 -1.32 0.89 1.65
H39 -2.26 -0.27 2.55
H40 -2.63 -2.39 1.67
H41 -0.94 -2.91 1.70
H42 -1.82 -3.04 0.22
O26 2.30 5.36 2.60
P2 3.21 4.29 3.09
N4 4.09 4.90 4.31
C31 4.52 4.21 5.50
C32 4.25 6.34 4.23
N5 4.15 3.60 1.92
C33 3.63 3.48 0.60
C34 5.32 2.95 2.31
N6 2.43 2.97 3.73
C35 2.11 1.80 3.00
C36 1.24 3.25 4.55
H43 3.92 4.49 6.41
H44 5.58 4.38 5.75
H45 4.42 3.12 5.37
H46 3.39 6.82 4.67
H47 4.33 6.66 3.19
H48 5.23 6.62 4.60
H49 4.45 3.71 -0.11
H50 3.28 2.50 0.28
H51 2.86 4.24 0.41
H52 6.09 3.12 1.57
H53 5.59 3.36 3.29
H54 5.27 1.82 2.38
H55 1.11 1.75 2.60
H56 2.77 1.57 2.18
H57 2.22 0.94 3.66
H58 1.13 2.47 5.27
H59 0.33 3.27 3.97
H60 1.30 4.24 5.08
O27 4.52 -0.79 -6.29
P3 3.56 -1.24 -5.26
N7 3.10 -0.13 -4.15
C37 4.04 0.27 -3.14
C38 2.23 0.92 -4.68
N8 4.20 -2.36 -4.21
C39 3.42 -2.89 -3.16
C40 5.49 -2.94 -4.42
N9 2.06 -1.56 -5.94
C41 0.89 -1.94 -5.12
C42 1.93 -1.95 -7.28
H61 4.77 -0.50 -2.92
H62 3.57 0.56 -2.19
H63 4.73 1.00 -3.51
H64 2.82 1.65 -5.25
H65 1.79 1.43 -3.83
H66 1.37 0.58 -5.29
H67 3.26 -3.97 -3.25
H68 3.91 -2.89 -2.19
H69 2.49 -2.34 -3.12
H70 5.76 -2.48 -5.39
H71 6.24 -2.76 -3.63
H72 5.41 -4.02 -4.52
H73 0.70 -3.03 -5.04
H74 0.97 -1.55 -4.10
H75 -0.04 -1.51 -5.55
H76 0.99 -1.51 -7.59
H77 1.87 -3.05 -7.36
H78 2.79 -1.59 -7.87

Properties
HOMO level, eV: -8.7
Total charge: 0
Orbital gap, eV: 8.633
Structure (SMILES): CN(C)P(=O)(N(C)C)N(C)C.CN(C)P(=O)(N(C)C)N(C)C.CN(C)P(=O)(N(C)C)N(C)C.O=C1OC[C@@H](F)O1.O=C1OC[C@@H](F)O1.O=C1OC[C@@H](F)O1.O=C1OC[C@@H](F)O1.O=C1OC[C@@H](F)O1.O=C1OC[C@@H](F)O1.O=C1OC[C@@H](F)O1.O=C1OC[C@@H](F)O1

---

# 2
The following is a quantum chemistry calculation of a structure of composition C32H27FeN3O6PS, from OMol25.

Element x y z (Å)
Fe1 0.60 1.58 -1.12
O1 -2.40 2.61 1.58
C1 -1.28 2.27 0.88
O2 -1.32 2.24 -0.38
C2 -0.10 1.98 1.59
C3 0.11 1.97 3.00
C4 1.39 1.75 3.48
C5 2.47 1.58 2.61
C6 2.22 1.59 1.21
N1 0.94 1.72 0.73
C7 3.15 1.55 0.15
O3 4.46 1.25 0.37
O4 2.78 1.81 -1.03
H1 -3.09 2.68 0.92
H2 -0.74 2.13 3.65
H3 1.57 1.72 4.55
H4 3.48 1.50 2.99
H5 4.52 0.80 1.22
S1 0.10 1.90 -3.33
C8 0.84 3.39 -2.89
C9 1.42 4.29 -3.80
C10 1.98 5.45 -3.30
C11 1.98 5.69 -1.93
C12 1.42 4.73 -1.10
N2 0.84 3.63 -1.57
H6 1.42 4.05 -4.85
H7 2.41 6.18 -3.98
H8 2.41 6.59 -1.51
H9 1.41 4.85 -0.02
N3 0.01 -0.47 -0.99
P1 -0.78 -1.45 0.01
C13 0.13 -2.16 1.39
C14 0.44 -1.37 2.49
C15 1.22 -1.88 3.51
C16 1.71 -3.18 3.44
C17 1.44 -3.95 2.32
C18 0.66 -3.45 1.29
C19 -1.41 -2.81 -1.00
C20 -1.33 -2.71 -2.39
C21 -1.90 -3.69 -3.18
C22 -2.57 -4.77 -2.61
C23 -2.66 -4.86 -1.23
C24 -2.10 -3.88 -0.42
C25 -2.29 -0.68 0.60
C26 -3.09 -0.11 -0.40
C27 -4.38 0.30 -0.10
C28 -4.88 0.13 1.19
C29 -4.10 -0.47 2.16
C30 -2.82 -0.89 1.87
H10 0.07 -0.35 2.54
H11 1.46 -1.26 4.37
H12 2.31 -3.57 4.24
H13 1.84 -4.96 2.24
H14 0.47 -4.04 0.41
H15 -0.81 -1.86 -2.81
H16 -1.83 -3.61 -4.26
H17 -3.01 -5.53 -3.24
H18 -3.19 -5.69 -0.77
H19 -2.18 -3.94 0.66
H20 -2.67 0.04 -1.38
H21 -4.99 0.76 -0.87
H22 -5.89 0.47 1.42
H23 -4.50 -0.61 3.16
H24 -2.21 -1.37 2.63
C31 3.15 -0.81 -2.63
O5 1.77 -0.55 -2.39
C32 1.37 -0.63 -1.09
O6 2.15 -0.98 -0.21
H25 3.28 -0.70 -3.71
H26 3.40 -1.82 -2.31
H27 3.77 -0.10 -2.10

Properties
Multiplicity: 5
HOMO level (spin up / spin down), eV: -1.7 / -3.9
Total charge: -1
Orbital gap (spin up / spin down), eV: 4.170 / 6.344

---

# 3
The following is a quantum chemistry calculation of a structure of composition C33H79N9O7, from OMol25.

Element x y z (Å)
C1 1.03 2.19 4.17
C2 0.95 1.68 2.73
N1 2.26 1.60 2.10
C3 3.17 0.77 2.90
C4 2.68 -0.66 3.13
C5 2.86 2.92 1.81
C6 2.00 3.85 1.05
H1 1.59 3.12 4.28
H2 1.54 1.52 4.86
H3 0.06 2.34 4.64
H4 0.43 0.73 2.85
H5 0.30 2.31 2.11
H6 4.13 0.64 2.41
H7 3.43 1.30 3.82
H8 1.77 -0.56 3.72
H9 2.49 -1.12 2.16
H10 3.48 -1.16 3.68
H11 3.76 2.82 1.21
H12 3.21 3.34 2.75
H13 1.61 3.40 0.14
H14 2.53 4.76 0.76
H15 1.18 4.20 1.67
C7 -1.36 -0.92 -4.42
C8 -1.52 -0.08 -3.15
N2 -1.16 1.33 -3.38
C9 -2.08 2.05 -4.28
C10 -3.57 1.95 -3.91
C11 -0.97 1.96 -2.05
C12 -0.35 3.38 -2.16
H16 -1.66 -1.89 -4.03
H17 -0.32 -0.98 -4.74
H18 -1.98 -0.57 -5.25
H19 -2.53 -0.07 -2.76
H20 -0.87 -0.52 -2.40
H21 -1.67 3.05 -4.38
H22 -2.03 1.61 -5.28
H23 -4.14 2.74 -4.41
H24 -3.91 0.96 -4.23
H25 -3.63 2.12 -2.84
H26 -0.39 1.36 -1.35
H27 -1.88 2.06 -1.45
H28 -0.07 3.74 -1.17
H29 -1.00 4.05 -2.71
H30 0.57 3.36 -2.74
C13 1.51 -4.74 -1.96
C14 1.49 -3.28 -1.48
O1 2.36 -3.01 -0.71
N3 0.64 -2.38 -1.97
C15 -0.59 -2.69 -2.78
H31 1.79 -5.33 -1.08
H32 2.26 -4.76 -2.75
H33 0.57 -5.20 -2.24
H34 0.78 -1.43 -1.66
H35 -1.26 -3.41 -2.31
H36 -0.25 -3.12 -3.73
H37 -1.14 -1.76 -2.95
C16 7.31 -0.12 -2.71
C17 6.38 -1.28 -2.55
O2 6.76 -2.41 -2.89
N4 5.12 -1.05 -2.11
C18 4.15 -2.12 -1.96
H38 6.67 0.75 -2.87
H39 8.01 -0.27 -3.53
H40 7.94 -0.01 -1.82
H41 5.13 -0.33 -1.41
H42 3.62 -2.29 -2.90
H43 3.48 -1.89 -1.13
H44 4.70 -3.04 -1.77
C19 -3.07 3.73 -0.63
C20 -2.79 2.53 0.24
O3 -1.83 1.81 0.00
N5 -3.65 2.11 1.22
C21 -4.93 2.75 1.52
H45 -4.01 4.23 -0.40
H46 -3.04 3.42 -1.67
H47 -2.27 4.46 -0.53
H48 -3.38 1.28 1.73
H49 -5.52 2.06 2.12
H50 -5.53 2.91 0.62
H51 -4.83 3.72 1.99
C22 3.13 0.36 -0.70
C23 1.62 0.22 -0.69
O4 1.01 -0.42 -1.52
N6 1.02 0.78 0.36
C24 -0.45 0.94 0.52
H52 3.50 0.83 0.21
H53 3.52 0.92 -1.55
H54 3.49 -0.66 -0.87
H55 1.65 1.09 1.09
H56 -0.73 1.99 0.53
H57 -0.74 0.42 1.43
H58 -1.01 0.46 -0.28
C25 -2.64 -0.67 -0.54
C26 -2.52 -2.20 -0.68
O5 -2.72 -2.69 -1.81
N7 -2.17 -2.89 0.42
C27 -1.99 -4.31 0.36
H59 -2.38 -0.37 0.48
H60 -3.67 -0.39 -0.74
H61 -1.99 -0.08 -1.17
H62 -1.87 -2.45 1.28
H63 -1.06 -4.58 -0.15
H64 -2.88 -4.68 -0.15
H65 -1.80 -4.76 1.33
C28 -1.38 0.91 2.97
C29 -2.81 0.46 2.74
O6 -3.67 1.27 2.97
N8 -3.05 -0.83 2.50
C30 -4.36 -1.38 2.33
H66 -0.64 0.11 2.87
H67 -1.24 1.51 3.87
H68 -1.22 1.61 2.15
H69 -2.22 -1.41 2.44
H70 -4.35 -2.44 2.08
H71 -4.73 -0.88 1.43
H72 -5.04 -1.12 3.14
C31 -0.27 -2.16 4.53
C32 -0.37 -2.11 3.02
O7 -1.42 -2.28 2.42
N9 0.81 -1.91 2.36
C33 0.97 -2.01 0.92
H73 -1.20 -1.89 5.03
H74 0.58 -1.55 4.86
H75 0.02 -3.19 4.77
H76 1.63 -2.02 2.94
H77 0.08 -1.86 0.31
H78 1.42 -2.98 0.74
H79 1.65 -1.20 0.67

Properties
HOMO level, eV: -7.0
Total charge: 0
Orbital gap, eV: 7.091

---

Energy relative to the best compared isomer or geometry (same formula, charge and spin) (kcal per mole)
11.4; 0.0; 669.5
Electronic energy (a.u.)
-5994.66514; -3854.67435; -2323.27043